ORCA calculation (ωB97M-V/def2-TZVPD) on C41H51BeBrNO4Se as an isolated structure.

Geometry (Å):
C: -3.91432 4.92195 4.35318
Be: -0.02881 -0.03103 -0.20071
C: -1.81553 -1.92372 3.47302
H: -1.27605 -4.80148 -0.55237
C: 6.48758 -0.15238 -0.57218
Se: 0.19238 -0.08227 2.65736
C: -4.58890 -4.45443 4.26001
H: 1.74173 1.73157 -1.55106
C: -2.10395 2.99426 0.99950
H: -1.23893 1.64244 4.53337
H: -3.07895 5.52693 0.18910
C: 5.58524 0.00128 0.46773
H: -1.51183 -1.55144 4.44393
H: -3.88360 -4.05275 1.93326
H: -4.16357 -4.75473 -1.44065
C: -2.87214 -3.33435 -0.47534
O: 1.60002 -0.29018 -0.29267
H: 7.53316 0.09496 -0.43680
H: 0.28679 -0.65325 -2.42549
H: -3.01287 -4.39139 6.45359
H: -2.00853 -4.85686 5.06703
H: -3.40368 2.67293 -2.18559
H: -3.53175 -1.44111 5.56226
C: 4.25140 -0.29880 0.26536
H: -2.24834 4.74669 6.48888
H: -2.47692 1.50010 -1.22674
C: -1.18766 1.91908 1.12637
H: -3.14666 1.86455 5.75255
H: -1.15313 3.50657 5.85620
C: 1.42698 1.97363 -2.55340
C: -2.49932 -2.80910 0.91459
H: -1.75975 -3.29488 5.85260
C: -4.24326 -2.22032 5.28772
O: -0.63338 1.37405 0.06723
H: -5.36143 -4.05056 3.60315
H: -2.69057 -1.37975 -1.40609
H: 2.10659 4.18035 -5.03808
H: -3.38583 5.71069 3.81458
N: -0.28246 0.20503 -2.44723
H: -5.06964 -4.79006 5.18171
C: 6.05434 -0.61895 -1.80038
C: -2.65515 3.55061 2.14683
C: -2.81743 -2.87518 3.34710
H: 0.18708 2.98469 -6.05529
C: -0.06620 1.65822 -4.39598
H: -4.98328 -1.77889 4.61763
H: -1.86454 -4.29478 -2.14690
C: 2.29208 -1.01335 -1.08944
C: 4.71665 -0.94143 -1.99316
H: 3.52744 -0.15744 1.05782
H: -4.31069 5.34920 5.27712
H: -4.07213 2.03554 -0.66908
C: 0.54317 2.70413 -5.07100
C: -1.62588 -3.94729 -1.13728
Br: 4.27306 -1.52494 -3.74134
C: 1.61730 3.37331 -4.50732
H: -0.51142 3.19834 -1.21908
C: -1.24556 3.99489 -1.13946
H: -0.79413 4.83447 -0.60462
H: -4.13452 -5.32280 3.77905
C: -3.11908 -3.29907 2.05585
H: -4.59232 2.32261 4.85000
C: -3.95005 -4.42101 -0.42289
C: 3.78722 -0.78428 -0.95573
C: -3.53649 -3.39389 4.59133
H: -3.34853 4.36935 2.02334
C: -2.37163 3.11916 3.43932
H: -3.65651 -2.53988 -2.34175
H: -1.14567 -0.02628 -2.92185
H: -0.89116 1.12576 -4.85741
C: -3.49175 4.66548 -0.34089
H: -1.51114 4.32774 -2.14722
C: -3.15385 2.35140 -1.17002
C: -0.93103 1.46525 2.44278
C: -1.17330 -1.40984 2.35926
H: -4.20388 3.14174 6.37570
O: -0.94245 -1.28389 -0.02798
H: 5.92630 0.37038 1.42655
H: -4.87965 -4.04267 0.00862
H: -1.27999 5.06529 5.03679
O: 1.85378 -1.83817 -1.89150
C: -1.50076 -1.80505 1.04104
C: 2.05108 3.00000 -3.24284
C: -1.49562 2.04833 3.56198
H: -4.75699 4.58388 3.74737
C: -2.49576 3.50320 -0.39097
C: -1.84421 4.30131 5.57504
C: -2.97604 3.76010 4.68806
C: -3.42063 -2.18194 -1.33498
H: -0.82021 -3.21943 -1.20072
H: -4.75227 -2.55967 6.19480
H: -4.33356 -1.78293 -0.88596
H: -3.61813 -5.28795 0.15263
H: -4.43065 4.37317 0.13497
H: 6.74531 -0.72293 -2.62536
H: -3.71787 4.97770 -1.36277
H: 2.88460 3.51448 -2.78014
C: -3.77784 2.70645 5.46703
C: -2.51539 -4.02085 5.55258
C: 0.36853 1.26742 -3.12819

Calculated values
- Energy above the lowest of the compared OMol25 structures with the same formula, charge and spin: 40.57 kJ/mol
- E: -6939.1749 Eh
- Lowest unoccupied orbital energy: 2.5 eV
- 2S+1: 1
- Kohn-Sham gap: 7.3 eV
- HOMO energy: -4.78 eV
- Net charge: -1